No. 1
A cluster of 2 separate species, C3H6N2O in total in a non-equilibrium geometry, computed with ωB97M-V/def2-TZVPD.

```
! RIJCOSX wB97M-V def2-TZVPD def2/J DEFGRID3
* xyz 0 1
C 1.13 0.66 -0.68
C 1.25 0.29 0.75
N 0.07 0.71 1.26
C -0.75 0.94 0.23
N -0.09 1.35 -0.83
H 1.78 0.37 -1.46
H 1.94 -0.25 1.31
H -0.07 0.71 2.26
H -1.82 1.07 0.27
O -0.90 -2.25 -1.11
H -0.70 -1.30 -1.06
H -1.82 -2.30 -0.95
*
```

SMILES: c1c[nH]cn1.O
LUMO (eV): 0.70
Largest force on an atom (eV/Å): 5.78
Energy above the lowest of the compared OMol25 structures with the same formula, charge and spin (eV): 2.453
HOMO (eV): -8.6
Frontier orbital gap (hartree): 0.34038

=====

No. 2
A cluster of 2 separate species, C3H6N2O in total in a non-equilibrium geometry, computed with ωB97M-V/def2-TZVPD.

```
! RIJCOSX wB97M-V def2-TZVPD def2/J DEFGRID3
* xyz 0 1
C 0.53 -0.60 -1.73
N 0.13 0.11 -0.54
C -0.79 -0.34 0.34
N -0.97 0.32 1.43
C 0.74 1.50 1.75
O 0.60 1.95 2.79
H 1.55 -0.98 -1.65
H -0.14 -1.45 -1.90
H 0.48 0.04 -2.62
H -1.34 -1.24 0.06
H -1.54 -0.09 2.15
H 0.75 0.79 -0.07
*
```

LUMO (eV): 0.91
Largest force on an atom (eV/Å): 1.95
Energy above the lowest of the compared OMol25 structures with the same formula, charge and spin (eV): 1.995
HOMO (eV): -8.8
Frontier orbital gap (hartree): 0.35810

=====

No. 3
The molecule C3H6N2O in a non-equilibrium geometry, computed with ωB97M-V/def2-TZVPD.

```
! RIJCOSX wB97M-V def2-TZVPD def2/J DEFGRID3
* xyz 0 1
N 1.82 0.06 -0.34
C 0.72 -0.14 0.46
C -0.27 -1.11 0.05
N -1.41 -0.67 -0.14
O -1.29 0.64 -0.31
C -0.12 1.13 0.26
H 1.75 -0.17 -1.44
H 2.46 -0.59 -0.26
H 1.19 -0.59 1.51
H -0.32 -2.13 0.42
H 0.52 1.93 -0.22
H -0.21 1.47 1.27
*
```

SMILES: N[C@@H]1C=NOC1
LUMO (eV): 0.74
Largest force on an atom (eV/Å): 6.76
Energy above the lowest of the compared OMol25 structures with the same formula, charge and spin (eV): 5.185
HOMO (eV): -9.3
Frontier orbital gap (hartree): 0.36871

=====

What did the first record say?
A cluster of 2 separate species, C3H6N2O in total in a non-equilibrium geometry, computed with ωB97M-V/def2-TZVPD.

```
! RIJCOSX wB97M-V def2-TZVPD def2/J DEFGRID3
* xyz 0 1
C 1.13 0.66 -0.68
C 1.25 0.29 0.75
N 0.07 0.71 1.26
C -0.75 0.94 0.23
N -0.09 1.35 -0.83
H 1.78 0.37 -1.46
H 1.94 -0.25 1.31
H -0.07 0.71 2.26
H -1.82 1.07 0.27
O -0.90 -2.25 -1.11
H -0.70 -1.30 -1.06
H -1.82 -2.30 -0.95
*
```

SMILES: c1c[nH]cn1.O
LUMO (eV): 0.70
Largest force on an atom (eV/Å): 5.78
Energy above the lowest of the compared OMol25 structures with the same formula, charge and spin (eV): 2.453
HOMO (eV): -8.6
Frontier orbital gap (hartree): 0.34038